34
Properties=species:S:1:pos:R:3:lowdin_charge:R:1 method="wB97M-V/def2-TZVPD" lumo_energy_ev=-4.0 multiplicity=1 e_tot_ha=-1752.513763 charge=+1 gap_ev=8.4
H 1.283 -1.084 -4.344 0.065
N 1.030 -0.179 -3.955 0.158
C 0.568 -0.297 -2.782 -0.404
C 0.382 -1.619 -2.082 -0.030
C 0.173 1.003 -2.113 -0.123
N -1.080 0.900 -1.317 0.038
C -0.890 0.627 0.050 -0.457
N 0.036 1.227 0.850 -0.081
P 1.436 0.231 1.337 0.904
C 1.847 0.920 2.991 -0.263
C 2.894 0.702 0.321 -0.266
N -1.717 -0.249 0.566 -0.158
C -1.743 -0.623 1.960 -0.249
C -1.225 -1.817 2.328 0.024
P -2.977 -0.987 -0.538 0.628
O -3.904 0.326 -0.766 -0.309
Cl -4.116 -2.155 0.688 0.320
H 0.681 -2.428 -2.738 0.086
H -0.665 -1.784 -1.831 0.026
H 0.943 -1.612 -1.144 0.062
H 1.008 1.442 -1.571 0.089
H -0.041 1.678 -2.937 0.129
H -1.544 1.804 -1.377 0.147
H 0.303 2.137 0.479 0.119
H 2.446 1.818 2.829 0.039
H 2.452 0.220 3.557 0.045
H 0.945 1.237 3.505 0.037
H 2.722 1.577 -0.303 0.037
H 3.755 0.926 0.947 0.048
H 3.170 -0.150 -0.294 0.034
H -2.179 0.037 2.702 0.122
H -0.215 -2.100 2.054 0.042
H -1.807 -2.557 2.867 0.072
H -3.971 0.830 0.058 0.068

69
Properties=species:S:1:pos:R:3:lowdin_charge:R:1 method="wB97M-V/def2-TZVPD" relative_energy_kj_mol=82.47 lumo_energy_ev="-2.0 / -1.5" s2=0.76 multiplicity=2 e_tot_ha=-4354.460182 gap_ev="4.8 / 5.3"
V 0.403 -0.279 -0.316 0.838
O 7.399 2.941 -3.795 -0.041
C 6.302 3.469 -3.577 -0.684
O 5.890 4.630 -3.477 -0.035
C 5.138 2.376 -3.356 -0.083
C 5.401 1.053 -3.629 0.047
C 4.410 0.112 -3.351 -0.362
N 3.248 0.434 -2.814 0.164
C 2.999 1.723 -2.583 -0.224
C 3.900 2.740 -2.845 -0.001
C 1.680 2.029 -1.903 -0.530
O 0.999 2.980 -2.298 0.058
O 1.381 1.341 -0.853 -0.191
H 6.369 0.765 -4.021 0.121
H 5.455 -1.363 -3.964 0.103
H 3.655 3.769 -2.626 0.122
O 1.521 -3.345 -1.216 -0.367
Cl 1.993 -1.985 -1.397 1.037
O 4.585 -1.219 -3.583 0.057
O 2.229 -1.410 -0.033 -0.458
O 0.790 -1.194 -1.863 -0.575
C -1.086 1.071 1.872 -0.058
O -0.295 0.404 0.940 -0.357
H -0.860 2.140 1.845 0.111
H -0.888 0.694 2.876 0.094
H -2.144 0.912 1.637 0.087
F -3.390 -6.135 1.040 0.160
C -2.806 -5.372 1.974 -0.585
F -2.039 -6.162 2.733 0.155
F -3.789 -4.890 2.760 0.150
C -2.028 -4.238 1.359 -0.083
C -2.653 -3.406 0.442 0.045
C -1.941 -2.336 -0.064 -0.075
N -0.684 -2.072 0.300 -0.005
C -0.080 -2.894 1.162 -0.091
C -0.717 -3.990 1.719 0.052
H -3.676 -3.578 0.140 0.129
H -2.393 -1.663 -0.779 0.064
H 0.951 -2.679 1.400 0.106
H -0.199 -4.625 2.422 0.133
N -1.258 3.012 -1.056 0.160
C -2.041 1.966 -1.161 -0.696
S -1.422 0.480 -1.787 0.873
N -3.342 2.094 -0.787 0.077
C -4.298 1.047 -0.625 -0.268
C -4.584 0.157 -1.656 -0.060
C -5.439 -0.909 -1.426 -0.072
C -6.026 -1.082 -0.181 -0.086
C -5.794 -0.156 0.824 -0.076
C -4.937 0.911 0.602 -0.036
H -0.282 3.000 -1.509 0.053
H -1.627 3.908 -0.771 0.131
H -3.587 2.968 -0.345 0.152
H -4.137 0.305 -2.626 0.103
H -5.648 -1.603 -2.229 0.112
H -6.678 -1.927 0.001 0.108
H -6.272 -0.269 1.788 0.108
H -4.759 1.637 1.388 0.114
I 4.079 2.607 0.841 1.037
C 3.030 1.706 2.423 -0.756
C 3.082 2.307 3.679 -0.132
C 2.419 1.685 4.721 -0.066
C 1.748 0.494 4.477 -0.070
C 1.774 -0.023 3.194 -0.166
N 2.385 0.580 2.173 0.026
H 3.633 3.224 3.827 0.092
H 2.437 2.118 5.712 0.111
H 1.227 -0.023 5.272 0.104
H 1.287 -0.965 2.963 0.096

23
Properties=species:S:1:pos:R:3:lowdin_charge:R:1 method="wB97M-V/def2-TZVPD" relative_energy_kj_mol=102.20 lumo_energy_ev=0.9 multiplicity=1 e_tot_ha=-384.592968 gap_ev=9.0
H -1.086 -1.379 3.117 0.046
N -1.894 -1.343 2.480 0.088
C -1.461 -1.080 1.290 -0.191
C 0.003 -0.997 0.967 -0.298
N 0.731 -1.968 1.655 0.073
C 0.545 -0.071 0.139 -0.194
C 2.064 -0.027 -0.015 -0.063
C -0.134 1.097 -0.621 -0.371
C -1.663 1.151 -0.706 -0.099
C 0.401 1.244 -2.062 -0.088
H -2.168 -1.002 0.455 0.094
H 1.536 -2.304 1.135 0.084
H 0.137 -2.747 1.937 0.089
H 2.424 1.004 0.081 0.085
H 2.606 -0.598 0.743 0.065
H 2.357 -0.417 -0.995 0.082
H 0.165 2.007 -0.082 0.136
H -1.990 2.045 -1.250 0.078
H -2.064 0.287 -1.248 0.081
H -2.124 1.218 0.283 0.074
H 1.467 1.496 -2.076 0.066
H 0.257 0.324 -2.637 0.088
H -0.109 2.059 -2.589 0.076

23
Properties=species:S:1:pos:R:3:lowdin_charge:R:1 method="wB97M-V/def2-TZVPD" relative_energy_kj_mol=40.77 lumo_energy_ev=-2.4 multiplicity=1 e_tot_ha=-495.456695 charge=+1 gap_ev=11.8
C 0.906 -0.235 1.774 -0.031
N -1.248 0.223 -1.141 0.192
C -0.233 0.020 -0.320 -0.232
N -0.257 0.119 0.971 0.040
H 1.177 0.609 2.412 0.098
H 1.775 -0.452 1.160 0.099
H 0.684 -1.070 2.424 0.094
H -2.180 -0.135 -1.001 0.137
H -0.985 0.300 -2.113 0.131
H 0.737 0.083 -0.801 0.135
H -1.136 0.061 1.466 0.170
H 0.689 3.057 -0.917 0.009
H 2.187 2.737 -1.060 0.052
O 1.332 2.330 -0.892 -0.062
H 0.142 -3.311 -0.041 0.031
H 0.857 -2.659 -1.255 0.060
O 0.156 -2.528 -0.609 -0.053
H -1.235 -5.253 0.962 0.054
H -2.080 -4.952 -0.286 0.056
O -1.525 -4.539 0.384 -0.051
H -0.107 5.397 -1.110 0.060
H 0.391 5.374 0.326 0.060
O -0.045 4.825 -0.335 -0.047